1.
11
Properties=species:S:1:pos:R:3:forces:R:3:lowdin_charge:R:1 method="wB97M-V/def2-TZVPD" lumo_energy_ev=1.2 smiles=c1ccoc1.N#N orbital_gap_ev=10.02
C 1.1339 -0.1079 -0.4761 -0.009 -0.281 0.480 -0.09
C 0.9566 -0.6285 0.7672 0.478 -0.214 -0.772 -0.15
C -0.2031 1.1881 0.7210 -0.084 0.588 -0.755 -0.15
C 0.3720 1.0887 -0.5065 -0.190 0.059 0.393 -0.09
N -2.8052 -1.8595 -1.2704 0.904 0.466 0.944 0.03
N -2.0986 -1.4948 -0.5126 -0.897 -0.451 -0.924 0.04
O 0.1479 0.1537 1.4988 -0.152 -0.137 0.514 -0.01
H 1.7238 -0.5212 -1.2671 0.167 -0.137 -0.142 0.10
H 1.3464 -1.5120 1.2299 -0.025 -0.120 0.198 0.12
H -0.8582 1.9240 1.1437 -0.075 0.025 0.167 0.12
H 0.2845 1.7693 -1.3281 -0.116 0.202 -0.103 0.10

***

2.
11
Properties=species:S:1:pos:R:3:forces:R:3:lowdin_charge:R:1 method="wB97M-V/def2-TZVPD" lumo_energy_ev=0.2 smiles="O=Cc1cnc[nH]1" orbital_gap_ev=9.69
O -0.3832 0.2237 -2.6728 0.262 0.053 0.417 0.04
C 0.4637 0.2130 -1.8022 -0.147 -0.146 -0.115 -0.22
C 0.1958 -0.0166 -0.3871 0.096 -0.175 0.091 -0.23
C 1.0578 -0.2250 0.6631 0.304 0.284 -0.064 -0.10
N 0.3862 -0.3581 1.8379 0.000 0.804 -0.021 0.06
C -0.8674 -0.1463 1.5278 0.018 0.200 0.096 -0.18
N -1.0615 0.0133 0.1877 0.149 -0.245 0.054 0.11
H 1.5359 0.3933 -2.0260 -0.179 -0.096 -0.041 0.13
H 2.1247 -0.1023 0.7099 0.219 -0.427 -0.394 0.11
H -1.5459 0.2094 2.2850 -0.705 -0.776 -0.098 0.12
H -1.9063 -0.2045 -0.3233 -0.015 0.524 0.076 0.16

***

3.
11
Properties=species:S:1:pos:R:3:forces:R:3:lowdin_charge:R:1 method="wB97M-V/def2-TZVPD" lumo_energy_ev=0.4 smiles="O=Cc1cnc[nH]1" orbital_gap_ev=9.96
O 2.4947 1.1323 -0.5777 -0.495 -0.350 0.103 0.04
C 1.4825 0.6172 -1.0025 0.191 0.080 0.293 -0.23
C 0.3729 0.0276 -0.2377 -0.250 0.110 0.021 -0.21
C -0.8214 -0.3332 -0.8197 -0.045 0.038 -0.244 -0.11
N -1.7798 -0.6157 0.1021 0.127 -0.036 0.127 0.06
C -1.1811 -0.4436 1.2588 0.002 -0.043 0.023 -0.19
N 0.1122 -0.0641 1.1326 -0.001 0.072 -0.154 0.11
H 1.2767 0.5951 -2.0980 0.041 -0.096 0.292 0.13
H -1.0353 -0.3840 -1.8797 0.062 0.060 0.118 0.11
H -1.6623 -0.5694 2.2222 0.194 -0.031 -0.131 0.12
H 0.7243 0.0479 1.9286 0.175 0.194 -0.448 0.16

***

4.
12
Properties=species:S:1:pos:R:3:forces:R:3:lowdin_charge:R:1 method="wB97M-V/def2-TZVPD" lumo_energy_ev=0.4 smiles="O=C1NC(=O)N2C[C@@H]12" orbital_gap_ev=10.76
C 1.0017 -0.7596 -0.1057 5.686 2.273 0.316 -0.42
C -1.2670 -0.5980 -0.2395 0.250 -2.867 -0.334 -0.50
C -0.2601 1.2980 0.4144 -0.062 4.346 3.805 -0.23
C 0.8922 0.7902 -0.3009 -1.636 -3.477 -1.885 0.02
H 0.0020 -2.4413 0.2969 -1.724 4.080 0.347 0.27
H -0.3318 2.4171 0.3471 -0.122 -1.011 0.008 0.13
H -0.4965 1.0251 1.5332 0.409 -0.104 -2.422 0.17
H 1.5601 1.3525 -1.0431 -1.292 -1.031 1.317 0.17
N -0.1906 -1.2788 0.3158 3.402 -5.411 -0.352 0.14
N -0.7234 0.6342 -0.7297 -1.263 0.665 -0.555 0.08
O 2.1457 -1.2704 -0.2291 -3.963 0.259 0.377 0.04
O -2.3323 -1.1690 -0.2593 0.315 2.278 -0.620 0.13

***

5.
12
Properties=species:S:1:pos:R:3:forces:R:3:lowdin_charge:R:1 method="wB97M-V/def2-TZVPD" lumo_energy_ev=-0.5 orbital_gap_ev=9.00
C 0.7053 0.5385 0.2304 3.434 -0.847 4.896 -0.36
C -1.3520 -2.0394 0.2614 -1.584 -1.258 -1.185 -0.30
C 0.0085 1.5531 -0.5004 -0.807 5.801 -6.458 -0.06
C -0.0750 2.5717 -1.3474 0.002 -6.965 6.123 0.15
H 2.2754 1.4733 -0.1681 -0.260 0.081 1.611 0.07
H 0.7787 -1.6764 0.8279 -2.814 3.457 0.418 0.21
H -2.2608 -2.5331 -0.2611 0.435 2.225 1.053 0.17
H -0.4441 3.4564 -1.8059 0.070 0.138 -0.267 0.01
N 1.9309 0.8907 0.6431 -2.151 -1.430 -3.233 0.11
N 0.1745 -0.6693 1.1146 1.428 2.581 -2.882 0.05
O -1.2673 -0.7016 0.6551 2.002 -4.268 -0.374 -0.07
O -0.4741 -2.8641 0.3504 0.245 0.485 0.299 0.02

***

6.
12
Properties=species:S:1:pos:R:3:forces:R:3:lowdin_charge:R:1 method="wB97M-V/def2-TZVPD" lumo_energy_ev="-0.5 / -0.5" smiles="NC(=C=O)N1CC1=O" orbital_gap_ev="7.59 / 7.59"
C -0.4532 -1.4715 -0.3234 0.097 0.167 0.312 0.01
C 1.2916 0.6441 0.5240 0.186 0.569 0.388 -0.14
C 0.8961 -1.0850 -0.6891 -0.583 -0.326 -0.957 -0.44
C -0.0225 0.8854 -0.0100 0.209 -0.251 0.183 -0.36
N -1.0263 1.4980 0.6491 -0.007 -0.071 -0.048 0.16
N -0.2530 -0.0657 -0.9834 0.487 -0.390 -0.186 0.06
O 2.3268 1.1372 0.7908 -0.249 -0.208 -0.184 0.14
O 1.8526 -1.4862 -1.2890 -0.402 0.496 0.550 0.13
H -0.8751 2.4062 1.0615 -0.038 -0.186 -0.007 0.12
H -1.9768 1.1763 0.5355 0.163 0.090 -0.010 0.11
H -0.8011 -1.4552 0.7042 0.015 0.104 -0.058 0.11
H -0.9591 -2.1836 -0.9703 0.122 0.006 0.017 0.11

***

7.
12
Properties=species:S:1:pos:R:3:forces:R:3:lowdin_charge:R:1 method="wB97M-V/def2-TZVPD" lumo_energy_ev=0.9 smiles=c1cocnnco1 orbital_gap_ev=9.98
C -1.1347 0.3582 0.4888 -2.854 -1.156 -0.408 -0.11
C -0.4691 1.4982 0.4706 -0.192 1.695 0.111 -0.14
C 1.3055 0.6030 -0.3972 1.639 -2.641 1.409 -0.22
C 0.0403 -1.8389 -0.3015 -2.113 -1.934 1.323 -0.18
H -2.2250 0.5476 0.6982 1.330 -0.513 0.106 0.14
H -1.0006 2.4336 0.7518 0.417 -1.036 -0.053 0.14
H 2.1170 0.2460 0.3516 -0.825 0.102 -1.735 0.17
H -0.0327 -2.9271 0.0383 -0.421 1.822 -0.322 0.15
N 0.6695 -0.1553 -1.2125 2.128 2.847 -0.278 0.04
N 0.9737 -1.5286 -1.0776 -0.088 1.708 0.431 0.08
O -1.0782 -1.0065 0.0702 1.666 -0.577 0.637 -0.06
O 0.8343 1.7696 0.1194 -0.686 -0.317 -1.223 -0.01

***

8.
12
Properties=species:S:1:pos:R:3:forces:R:3:lowdin_charge:R:1 method="wB97M-V/def2-TZVPD" lumo_energy_ev=-2.8 orbital_gap_ev=6.73
C -0.4871 -0.6452 -0.2508 -0.212 1.718 1.032 -0.34
C 0.6570 -1.3401 -0.3419 2.154 -3.034 0.566 -0.08
C 1.0134 1.2546 -0.0529 2.339 0.154 0.686 -0.11
C -0.1738 0.7643 -0.1704 -8.168 -3.942 -1.239 -0.22
H -1.8374 -1.8973 1.4935 -0.031 1.900 -3.566 0.36
H 0.6547 -2.4770 -0.2816 0.146 1.546 -0.482 0.13
H 1.1073 2.2646 0.0264 0.772 2.805 0.360 0.09
H -1.6517 2.1492 0.1249 0.566 -2.366 -1.336 0.17
N 1.9448 -0.7992 -0.2159 -1.106 0.407 0.880 0.01
N 2.1082 0.4818 0.0653 -0.306 -1.790 -1.527 0.03
O -1.8263 -0.9687 -0.0969 2.459 -3.153 3.090 -0.05
O -1.5091 1.2129 -0.2997 1.387 5.755 1.536 0.00

***

9.
12
Properties=species:S:1:pos:R:3:forces:R:3:lowdin_charge:R:1 method="wB97M-V/def2-TZVPD" lumo_energy_ev=0.1 smiles="O=Cn1nccc1O" orbital_gap_ev=9.38
C 0.7602 0.7384 -0.0104 1.949 -8.074 1.055 -0.43
C 1.8158 -0.1168 0.1665 2.458 -0.953 -0.836 0.00
C 1.3171 -1.5337 -0.0045 -1.837 3.483 -0.167 -0.08
C -1.5999 0.3177 -0.1166 0.362 1.911 1.050 -0.26
H 1.2643 2.6134 -0.1709 0.895 -0.369 -0.048 0.15
H 2.8738 0.2691 0.2389 -1.269 -0.901 -0.058 0.11
H 1.7910 -2.4776 -0.1199 0.637 -0.292 0.144 0.08
H -1.6134 1.4661 -0.2706 0.075 -1.640 -0.164 0.16
N -0.0179 -1.4914 -0.1515 2.553 0.269 1.097 0.09
N -0.2925 -0.1767 0.0018 -2.528 2.193 -1.767 -0.08
O 0.5841 1.9662 -0.0227 -2.346 5.098 0.109 0.17
O -2.5718 -0.2948 0.1677 -0.949 -0.723 -0.414 0.09

***

10.
12
Properties=species:S:1:pos:R:3:forces:R:3:lowdin_charge:R:1 method="wB97M-V/def2-TZVPD" lumo_energy_ev=-0.4 smiles="C=C1NC(=O)C(=O)N1" orbital_gap_ev=8.80
C 2.0887 0.0216 -0.1113 -2.823 -3.869 0.994 0.08
C 0.7449 -0.0759 0.0259 0.751 1.350 -0.777 -0.38
C -1.4482 0.8063 -0.0706 0.978 0.649 0.551 -0.38
C -1.5174 -0.6821 -0.0161 -0.353 -3.576 -0.689 -0.35
H 2.5208 -0.9783 0.0027 0.808 0.770 -0.385 0.07
H 2.5555 0.9401 -0.1694 1.041 1.447 0.014 0.03
H 0.0858 2.0608 0.4424 0.373 -3.285 -1.516 0.24
H -0.0685 -2.1383 0.0318 0.207 1.941 -0.288 0.20
N -0.0733 1.0360 0.0288 -1.687 5.031 1.263 0.12
N -0.2006 -1.0949 -0.0607 0.776 -2.341 0.721 0.14
O -2.3000 1.6479 -0.0923 -0.222 -0.096 -0.033 0.13
O -2.3878 -1.5432 -0.0114 0.152 1.980 0.146 0.10